No. 1
Density functional theory data (wB97M-V/def2-TZVPD) for C44H60KN6O4PSi as an isolated structure in a non-equilibrium geometry.

- Spin multiplicity: 1
- Calculated total energy: -97228.269 eV
- Charge: -2

CARTESIAN COORDINATES (ANGSTROEM)
K  -0.06  0.34  0.09
C  -0.75  1.47  -2.86
N  -0.17  0.14  -2.78
C  1.19  0.06  -3.31
C  2.27  -0.26  -2.27
C  2.96  0.95  -1.65
N  2.02  1.83  -0.99
C  2.16  3.08  -1.10
C  1.31  4.12  -0.53
C  1.73  5.44  -0.66
C  1.02  6.51  -0.15
C  -0.17  6.23  0.54
C  -0.63  4.95  0.69
C  0.07  3.81  0.15
O  -0.37  2.64  0.28
C  -1.09  -0.84  -3.35
C  -0.81  -2.29  -2.96
C  -1.03  -2.59  -1.47
N  0.19  -2.34  -0.72
C  0.76  -3.31  -0.14
C  2.00  -3.20  0.65
C  2.84  -4.31  0.68
C  4.05  -4.31  1.34
C  4.43  -3.15  2.01
C  3.61  -2.05  2.04
C  2.35  -2.02  1.38
O  1.57  -1.00  1.49
H  -0.83  1.82  -3.90
H  -0.14  2.18  -2.30
H  -1.74  1.45  -2.40
H  1.43  1.01  -3.82
H  1.21  -0.71  -4.09
H  3.06  -0.88  -2.72
H  1.81  -0.86  -1.48
H  3.55  1.49  -2.42
H  3.67  0.58  -0.90
H  3.01  3.48  -1.70
H  2.66  5.62  -1.19
H  1.38  7.52  -0.26
H  -0.75  7.05  0.97
H  -1.55  4.73  1.22
H  -1.09  -0.76  -4.46
H  -2.08  -0.58  -2.98
H  0.20  -2.59  -3.24
H  -1.50  -2.91  -3.54
H  -1.36  -3.63  -1.33
H  -1.81  -1.92  -1.09
H  0.34  -4.33  -0.23
H  2.52  -5.20  0.14
H  4.69  -5.19  1.33
H  5.38  -3.12  2.54
H  3.90  -1.16  2.59
C  -0.81  -2.33  3.41
O  -0.96  -1.92  2.08
H  -0.42  -1.53  4.05
H  -0.15  -3.20  3.51
H  -1.80  -2.61  3.79
H  -0.07  -1.61  1.78
C  2.49  3.78  4.76
N  2.59  3.04  3.52
C  3.42  1.86  3.75
N  2.96  1.01  4.85
C  2.84  1.83  6.04
N  1.99  3.01  5.90
C  0.59  2.62  5.67
P  0.30  1.57  4.16
C  1.27  2.65  3.00
C  1.68  0.37  4.51
H  1.83  4.64  4.60
H  3.49  4.15  5.02
H  4.43  2.19  3.99
H  3.45  1.26  2.83
H  3.84  2.17  6.32
H  2.45  1.21  6.86
H  -0.02  3.52  5.60
H  0.24  2.07  6.55
H  0.69  3.55  2.78
H  1.40  2.13  2.06
H  1.80  -0.24  3.61
H  1.38  -0.29  5.32
C  -4.13  0.26  2.03
C  -5.06  -0.33  0.96
C  -6.50  0.04  1.32
C  -4.88  -1.85  0.97
Si  -4.41  0.35  -0.71
O  -2.90  -0.01  -0.94
C  -5.50  -0.27  -2.17
C  -6.69  -1.00  -2.13
C  -7.35  -1.40  -3.28
C  -6.83  -1.09  -4.53
C  -5.64  -0.38  -4.61
C  -4.99  0.02  -3.45
C  -4.74  2.22  -0.72
C  -6.02  2.77  -0.86
C  -6.23  4.14  -0.89
C  -5.14  5.00  -0.80
C  -3.86  4.48  -0.68
C  -3.66  3.11  -0.63
H  -4.38  -0.16  3.01
H  -4.23  1.35  2.09
H  -3.09  0.02  1.82
H  -6.74  -0.35  2.32
H  -7.24  -0.37  0.63
H  -6.64  1.12  1.36
H  -5.15  -2.26  1.95
H  -3.84  -2.11  0.76
H  -5.51  -2.34  0.22
H  -7.12  -1.27  -1.17
H  -8.28  -1.97  -3.20
H  -7.35  -1.41  -5.43
H  -5.22  -0.13  -5.57
H  -4.06  0.56  -3.52
H  -6.87  2.10  -0.96
H  -7.24  4.53  -0.99
H  -5.30  6.08  -0.84
H  -3.01  5.15  -0.62
H  -2.66  2.72  -0.52

---

No. 2
Density functional theory data (wB97M-V/def2-TZVPD) for C44H61BrCl2O5PdSe as an isolated structure in a non-equilibrium geometry.

- Spin multiplicity: 5
- Calculated total energy: -220767.832 eV

CARTESIAN COORDINATES (ANGSTROEM)
Pd  -0.25  0.25  -0.24
C  4.21  3.96  4.75
C  2.75  3.89  5.23
C  2.64  2.92  6.41
C  2.34  5.29  5.71
C  1.86  3.39  4.09
C  2.12  2.17  3.50
C  1.30  1.68  2.50
Se  1.75  0.02  1.62
C  3.03  0.82  0.41
C  4.24  1.27  0.87
C  5.14  1.86  -0.01
C  4.74  2.04  -1.34
C  3.54  1.62  -1.86
C  2.66  0.87  -0.98
O  1.66  0.21  -1.37
C  3.24  1.97  -3.33
C  1.85  1.58  -3.84
C  3.37  3.49  -3.49
C  4.28  1.26  -4.22
C  6.52  2.32  0.43
C  6.63  3.84  0.25
C  6.81  1.98  1.89
C  7.58  1.62  -0.45
C  0.12  2.34  2.06
O  -0.71  1.77  1.24
C  -0.09  3.65  2.60
C  0.76  4.10  3.60
C  -1.19  4.56  2.04
C  -1.24  5.90  2.78
C  -2.59  3.93  2.13
C  -0.84  4.86  0.57
H  4.84  4.36  5.55
H  4.30  4.60  3.88
H  4.59  2.97  4.49
H  3.25  3.27  7.25
H  2.98  1.92  6.14
H  1.61  2.85  6.75
H  3.00  5.60  6.52
H  1.32  5.30  6.09
H  2.43  6.02  4.91
H  2.97  1.57  3.81
H  4.46  1.15  1.92
H  5.42  2.56  -2.00
H  1.06  2.01  -3.23
H  1.71  0.50  -3.87
H  1.73  1.97  -4.85
H  2.67  4.00  -2.83
H  3.14  3.77  -4.51
H  4.38  3.85  -3.26
H  4.21  0.18  -4.10
H  5.30  1.57  -3.97
H  4.09  1.51  -5.27
H  5.87  4.35  0.84
H  6.51  4.14  -0.79
H  7.61  4.18  0.59
H  6.13  2.50  2.56
H  7.82  2.28  2.14
H  6.73  0.90  2.07
H  7.47  1.88  -1.50
H  7.49  0.53  -0.36
H  8.58  1.91  -0.13
H  0.56  5.08  4.02
H  -1.48  5.76  3.84
H  -2.02  6.52  2.33
H  -0.29  6.44  2.70
H  -2.84  3.71  3.17
H  -2.65  3.01  1.56
H  -3.33  4.64  1.74
H  0.14  5.34  0.51
H  -1.59  5.52  0.13
H  -0.81  3.94  -0.02
C  -3.89  -6.37  1.42
C  -3.70  -6.17  -0.09
C  -2.93  -7.38  -0.65
C  -5.08  -6.10  -0.76
C  -2.94  -4.90  -0.41
C  -2.60  -3.97  0.57
C  -1.89  -2.85  0.23
Br  -1.51  -1.56  1.58
C  -1.40  -2.59  -1.11
O  -0.60  -1.67  -1.36
C  -1.87  -3.51  -2.14
C  -2.59  -4.62  -1.75
C  -1.61  -3.21  -3.61
C  -0.10  -3.20  -3.91
C  -2.22  -1.83  -3.94
C  -2.26  -4.25  -4.52
H  -4.40  -7.32  1.59
H  -4.50  -5.58  1.85
H  -2.93  -6.40  1.93
H  -3.46  -8.30  -0.40
H  -1.93  -7.43  -0.21
H  -2.82  -7.33  -1.73
H  -5.66  -6.99  -0.51
H  -5.00  -6.03  -1.84
H  -5.63  -5.22  -0.40
H  -2.89  -4.10  1.60
H  -2.91  -5.31  -2.51
H  0.42  -2.43  -3.35
H  0.06  -3.02  -4.98
H  0.35  -4.17  -3.66
H  -1.78  -1.05  -3.34
H  -3.29  -1.84  -3.77
H  -2.04  -1.60  -4.99
H  -1.85  -5.25  -4.36
H  -2.07  -3.98  -5.56
H  -3.34  -4.28  -4.39
Cl  -2.49  1.87  -4.28
C  -2.98  2.26  -2.62
Cl  -3.00  4.01  -2.37
C  -1.99  1.58  -1.66
O  -2.41  0.58  -1.03
O  -0.82  2.02  -1.57
H  -3.98  1.88  -2.47

---

No. 3
Density functional theory data (wB97M-V/def2-TZVPD) for C44H61Cl5N7O5PSn as an isolated structure.

- Spin multiplicity: 1
- Calculated total energy: -145018.265 eV

CARTESIAN COORDINATES (ANGSTROEM)
Sn  0.56  -0.38  0.32
O  -1.02  1.12  1.06
C  -0.77  2.20  1.96
C  0.75  2.06  2.29
O  1.29  2.87  3.02
O  1.31  1.02  1.78
C  -1.13  3.53  1.27
C  -0.47  4.72  1.53
C  -0.83  5.89  0.87
C  -1.87  5.88  -0.06
C  -2.56  4.70  -0.29
C  -2.20  3.54  0.37
C  -1.58  2.04  3.25
C  -2.55  1.05  3.38
C  -3.28  0.93  4.55
C  -3.05  1.79  5.62
C  -2.09  2.79  5.49
C  -1.37  2.92  4.31
H  -1.97  0.91  0.91
H  0.35  4.74  2.24
H  -0.30  6.80  1.07
H  -2.14  6.79  -0.58
H  -3.39  4.68  -0.99
H  -2.78  2.65  0.19
H  -2.75  0.36  2.57
H  -4.03  0.15  4.63
H  -3.62  1.69  6.53
H  -1.91  3.47  6.31
H  -0.62  3.69  4.23
Cl  -7.28  -0.17  1.24
C  -5.71  0.01  0.55
C  -4.61  -0.63  0.99
Cl  -4.72  -1.64  2.41
C  -3.34  -0.41  0.33
Cl  -2.06  -1.48  0.97
C  -3.39  -0.47  -1.22
O  -1.01  -0.06  -1.81
C  -5.22  0.06  -2.92
Cl  -4.53  -0.75  -4.29
C  -5.45  0.92  -0.61
Cl  -6.89  1.79  -1.19
C  -2.33  0.42  -1.90
N  -3.29  -1.82  -1.79
C  -4.72  0.13  -1.69
C  -4.27  -2.87  -1.48
N  -3.16  -3.81  -1.54
C  -3.10  -5.18  -1.10
C  -2.27  -2.78  -1.72
N  -1.02  -2.64  -1.93
C  -0.17  -3.82  -1.94
C  1.10  -3.61  -2.75
N  2.02  -2.72  -2.07
C  3.26  -2.73  -2.40
N  4.22  -2.07  -1.67
C  3.94  -1.61  -0.32
C  5.55  -2.51  -2.02
C  5.33  -3.11  -3.41
N  3.90  -3.41  -3.44
C  3.34  -3.48  -4.77
H  -2.61  0.58  -2.94
H  -0.95  -1.04  -2.04
H  -2.32  1.38  -1.39
H  -6.15  0.54  -3.17
H  -4.76  1.71  -0.27
H  -5.04  -3.00  -2.25
H  -4.73  -2.79  -0.49
H  -3.90  -5.36  -0.39
H  -2.16  -5.38  -0.60
H  -3.21  -5.89  -1.93
H  -0.70  -4.68  -2.36
H  0.13  -4.08  -0.91
H  0.80  -3.22  -3.74
H  1.55  -4.60  -2.90
H  3.48  -0.62  -0.32
H  4.88  -1.55  0.23
H  3.26  -2.31  0.19
H  5.92  -3.27  -1.32
H  6.25  -1.68  -2.03
H  5.92  -4.01  -3.57
H  5.59  -2.38  -4.19
H  4.08  -3.93  -5.43
H  3.10  -2.48  -5.17
H  2.45  -4.10  -4.81
O  1.04  -2.09  2.24
C  0.84  -2.20  3.44
C  -0.22  -1.44  4.19
C  0.49  -0.56  5.25
C  1.93  -0.13  4.90
C  3.05  -1.14  5.22
C  3.07  -2.37  4.31
N  1.70  -2.92  4.24
H  -0.92  -2.14  4.66
H  -0.78  -0.84  3.48
H  0.49  -1.08  6.22
H  -0.12  0.33  5.38
H  2.14  0.78  5.46
H  1.99  0.15  3.85
H  2.95  -1.47  6.26
H  4.01  -0.63  5.15
H  3.74  -3.14  4.69
H  3.37  -2.11  3.30
H  1.33  -3.03  5.17
C  4.57  2.16  -1.52
C  3.28  2.93  -1.78
P  1.79  1.85  -1.69
C  0.44  3.09  -1.94
C  0.50  4.08  -3.10
C  1.92  0.85  -3.24
C  2.48  1.49  -4.51
H  5.44  2.80  -1.66
H  4.67  1.31  -2.20
H  4.60  1.77  -0.50
H  3.31  3.43  -2.75
H  3.15  3.71  -1.02
H  0.41  3.63  -0.99
H  -0.48  2.51  -1.98
H  1.42  4.66  -3.10
H  -0.33  4.79  -3.01
H  0.40  3.59  -4.06
H  0.92  0.44  -3.41
H  2.54  0.00  -2.96
H  1.88  2.33  -4.85
H  2.49  0.75  -5.32
H  3.50  1.84  -4.38

---

No. 4
Density functional theory data (wB97M-V/def2-TZVPD) for a 14-piece molecular cluster, C44H61N9O15 overall in a non-equilibrium geometry.

- Spin multiplicity: 1
- Calculated total energy: -90738.996 eV

CARTESIAN COORDINATES (ANGSTROEM)
C  -3.60  -4.76  -2.50
C  -2.30  -5.14  -1.83
C  -2.15  -6.53  -1.22
O  -0.73  -6.68  -1.27
C  -0.37  -6.13  -2.48
O  0.68  -6.38  -2.97
O  -1.27  -5.18  -2.82
H  -3.79  -5.51  -3.29
H  -3.44  -3.75  -2.89
H  -4.49  -4.71  -1.81
H  -1.90  -4.46  -1.04
H  -2.64  -7.23  -1.85
H  -2.63  -6.49  -0.25
C  6.13  -5.92  -1.52
C  4.82  -5.27  -1.33
C  3.67  -6.31  -1.16
O  2.93  -5.79  -0.02
C  3.70  -4.86  0.62
O  3.35  -4.35  1.69
O  4.81  -4.55  -0.06
H  6.33  -6.58  -0.70
H  6.88  -5.17  -1.63
H  6.13  -6.53  -2.48
H  4.58  -4.64  -2.13
H  4.00  -7.27  -0.87
H  2.91  -6.35  -1.96
C  -0.96  4.42  -3.50
C  0.25  5.08  -2.82
C  -0.16  5.88  -1.61
O  0.99  5.76  -0.74
C  1.62  4.63  -1.05
O  2.49  4.15  -0.36
O  1.08  4.08  -2.24
H  -1.50  3.89  -2.73
H  -0.55  3.96  -4.37
H  -1.57  5.29  -3.83
H  0.84  5.56  -3.58
H  -1.04  5.45  -1.09
H  -0.27  6.98  -1.66
C  -2.20  5.38  3.47
C  -1.69  4.28  2.61
C  -2.50  2.95  2.61
O  -3.17  2.98  1.35
C  -2.73  4.00  0.60
O  -3.09  4.21  -0.54
O  -1.87  4.76  1.27
H  -3.20  5.84  3.21
H  -1.60  6.30  3.59
H  -2.34  4.95  4.50
H  -0.64  4.02  2.77
H  -3.26  3.08  3.38
H  -1.89  2.09  2.73
C  1.27  -0.48  -1.50
C  1.19  0.85  -0.86
C  -0.21  1.39  -0.78
O  -0.26  2.17  0.37
C  0.78  1.68  1.25
O  0.94  1.97  2.36
O  1.59  0.86  0.55
H  0.91  -1.32  -0.77
H  2.19  -0.70  -1.93
H  0.55  -0.40  -2.36
H  1.78  1.55  -1.43
H  -0.92  0.59  -0.58
H  -0.65  1.89  -1.62
C  -2.81  -1.03  5.38
C  -2.37  -0.39  4.15
N  -2.03  -0.01  3.13
H  -1.98  -1.29  5.98
H  -3.34  -1.98  5.12
H  -3.45  -0.45  6.03
C  1.78  -1.55  2.95
C  1.19  -1.83  4.25
N  0.65  -1.94  5.27
H  1.87  -0.46  2.75
H  1.11  -1.93  2.10
H  2.71  -2.11  2.92
C  -3.78  -1.52  0.42
C  -3.54  -2.94  0.61
N  -3.41  -4.08  0.81
H  -3.36  -0.90  1.23
H  -4.87  -1.41  0.34
H  -3.37  -1.13  -0.55
C  1.16  1.75  5.98
C  -0.24  2.18  5.98
N  -1.38  2.26  5.81
H  1.68  2.08  5.02
H  1.22  0.70  5.96
H  1.70  2.24  6.82
C  1.48  -3.40  -3.76
C  1.66  -2.13  -4.46
N  1.72  -1.13  -4.98
H  0.41  -3.70  -3.95
H  1.86  -3.42  -2.71
H  2.11  -4.13  -4.30
C  -0.10  -5.14  1.80
C  0.40  -4.19  0.82
N  0.58  -3.39  0.02
H  0.26  -6.13  1.48
H  -1.18  -5.19  1.73
H  0.19  -4.94  2.77
C  4.91  -0.22  -4.37
C  4.98  -1.24  -3.30
N  5.09  -2.07  -2.55
H  4.78  -0.59  -5.37
H  5.81  0.44  -4.37
H  4.00  0.43  -4.20
N  -3.34  0.27  -2.63
C  -3.63  -0.35  -3.81
C  -4.23  0.26  -4.89
C  -4.51  1.65  -4.85
C  -4.17  2.32  -3.71
C  -3.61  1.57  -2.62
H  -3.33  -1.40  -3.93
H  -4.25  -0.33  -5.80
H  -4.82  1.94  -5.84
H  -4.42  3.36  -3.60
H  -3.33  2.14  -1.69
N  1.65  7.74  4.40
C  1.36  7.83  3.14
C  1.21  6.77  2.26
C  1.65  5.49  2.69
C  2.01  5.41  4.04
C  1.91  6.50  4.87
H  1.18  8.83  2.72
H  0.87  6.96  1.23
H  1.60  4.72  1.94
H  2.20  4.42  4.46
H  2.11  6.37  5.95